A 16-piece molecular cluster, C52H148N12O16 overall at a distorted geometry, computed with ωB97M-V with the def2-TZVPD basis set.

```
228
Properties=species:S:1:pos:R:3:forces:R:3
C -22.852 2.317 21.471 3.321 0.156 0.903
C -21.732 2.119 20.365 -0.759 0.186 -0.362
C -22.403 2.388 19.023 -1.402 -1.671 -0.223
O -21.612 2.005 17.915 0.322 0.075 -0.838
C -22.309 1.957 16.648 -0.425 0.187 1.099
N -20.592 3.031 20.642 -1.226 0.885 -0.450
H -22.410 1.877 22.413 -0.925 0.186 -0.850
H -23.864 2.014 21.307 -0.298 -0.484 -0.441
H -22.775 3.390 21.644 -0.508 0.189 0.103
H -21.261 1.129 20.296 -0.594 -0.102 0.386
H -22.581 3.440 18.915 -0.563 0.836 0.135
H -23.384 1.781 18.980 1.217 1.007 0.180
H -23.015 1.084 16.707 0.404 0.889 -0.489
H -21.518 1.833 15.940 0.310 -0.564 -0.631
H -22.813 2.914 16.329 0.168 -0.828 0.840
H -19.794 2.668 20.164 0.804 -0.477 -0.245
H -20.763 3.920 20.127 -0.027 -0.600 0.761
C -14.281 -3.651 23.656 -0.297 -2.034 1.432
C -15.051 -4.272 22.498 -0.903 2.192 -0.596
C -14.154 -5.240 21.799 -1.129 1.214 -1.939
O -13.876 -6.236 22.657 0.386 -2.358 1.667
C -13.466 -7.444 22.058 0.729 0.044 0.875
N -16.371 -4.773 22.927 0.491 -0.231 0.706
H -13.647 -4.501 24.037 -0.176 1.258 0.033
H -14.979 -3.413 24.463 0.101 0.142 -0.044
H -13.713 -2.775 23.416 0.455 0.301 -0.307
H -15.199 -3.423 21.776 -0.405 -0.871 0.372
H -13.265 -4.679 21.473 0.174 -0.199 -0.205
H -14.725 -5.589 20.910 0.483 -0.047 0.135
H -12.393 -7.406 21.877 0.216 -0.047 -0.314
H -13.994 -7.561 21.140 -0.394 -0.431 -0.844
H -13.628 -8.309 22.723 -0.255 0.547 -0.101
H -17.010 -5.002 22.178 0.387 0.073 -0.313
H -16.291 -5.582 23.560 0.116 0.575 -0.504
C -15.559 -1.449 27.676 -2.323 0.676 0.512
C -15.454 -2.251 28.990 -0.129 -0.861 -1.150
C -16.621 -3.240 29.123 -0.820 0.759 0.108
O -16.893 -3.846 27.880 -0.574 -0.409 0.002
C -18.145 -4.524 27.808 -0.602 0.092 -0.398
N -14.238 -3.020 29.090 2.223 0.082 0.467
H -15.535 -2.034 26.770 0.397 -0.527 -0.045
H -14.848 -0.655 27.639 0.783 0.456 -0.028
H -16.573 -0.941 27.602 1.100 -0.472 0.365
H -15.470 -1.581 29.851 -0.134 0.047 -0.062
H -17.512 -2.669 29.448 0.108 -0.152 -0.096
H -16.428 -4.004 29.873 0.260 0.004 0.236
H -18.484 -4.464 26.771 0.292 -0.422 -0.001
H -18.982 -4.055 28.341 0.431 0.539 0.341
H -18.182 -5.569 28.162 0.690 0.217 -0.171
H -14.080 -3.768 28.424 -0.674 0.174 -0.158
H -13.376 -2.451 29.048 -0.887 -0.257 0.095
C -20.324 3.771 25.325 -0.416 -0.807 2.177
C -19.393 2.972 24.473 1.368 1.397 -0.748
C -18.099 2.648 25.192 -0.614 -0.963 2.091
O -17.357 3.754 25.701 -1.056 -0.546 0.553
C -16.716 4.530 24.744 0.014 1.126 -0.338
N -20.001 1.830 23.851 -0.966 -0.259 -1.471
H -20.638 3.214 26.284 0.168 0.433 -1.543
H -21.192 4.204 24.838 -0.085 -0.206 -0.220
H -19.723 4.559 25.724 0.260 0.969 0.230
H -18.985 3.675 23.714 -0.643 -0.075 -0.207
H -17.454 2.063 24.590 0.725 -0.599 -1.193
H -18.349 1.946 26.040 0.349 0.915 -0.276
H -17.380 5.176 24.137 -0.124 -0.223 0.315
H -16.189 3.915 24.030 0.569 -0.333 -0.260
H -16.035 5.218 25.273 -0.120 -0.482 -0.235
H -20.487 2.238 23.004 0.790 -1.024 0.949
H -19.314 1.130 23.528 -0.291 0.491 0.062
C -16.309 0.229 14.392 -2.081 0.192 -0.560
C -17.273 -0.259 15.557 1.889 1.846 -1.627
C -18.487 -0.977 15.054 0.190 -2.426 1.097
O -19.068 -0.217 14.103 -1.893 1.679 -1.729
C -20.316 -0.673 13.602 0.379 -0.974 0.759
N -16.435 -0.947 16.519 0.432 0.391 -0.648
H -15.946 -0.546 13.738 -0.441 -0.762 -0.413
H -15.418 0.580 14.783 1.705 0.873 1.448
H -16.667 1.074 13.750 -0.263 -0.904 0.553
H -17.630 0.671 16.021 0.055 -0.225 0.143
H -19.203 -1.227 15.890 0.728 0.226 -0.583
H -18.167 -1.916 14.565 0.054 -0.278 0.371
H -21.146 -0.591 14.326 0.484 -0.522 0.313
H -20.256 -1.690 13.136 0.004 0.582 0.638
H -20.619 -0.007 12.855 -0.098 1.083 -1.412
H -17.068 -1.195 17.221 -0.655 -1.094 1.665
H -15.925 -1.758 16.162 -0.528 0.281 0.022
C -23.162 -7.167 24.913 -0.544 0.302 -0.169
C -23.561 -6.105 25.902 -1.161 -1.399 1.329
C -25.034 -6.292 26.382 0.089 -0.593 -0.346
O -25.895 -6.204 25.263 -0.158 0.406 -1.457
C -27.308 -6.203 25.500 1.430 -0.626 -0.400
N -22.666 -6.208 27.056 -0.695 -0.347 0.319
H -23.203 -8.100 25.449 -0.161 -0.636 -0.022
H -22.127 -7.007 24.660 0.408 0.085 -0.476
H -23.820 -7.178 24.027 0.423 -0.110 0.348
H -23.493 -5.145 25.498 0.015 1.738 -1.101
H -25.336 -5.526 27.072 0.120 0.713 0.665
H -25.166 -7.252 26.920 0.203 0.099 -0.316
H -27.909 -5.956 24.604 0.782 -0.099 0.252
H -27.516 -5.511 26.273 -0.536 0.867 0.935
H -27.524 -7.199 25.828 -0.782 -0.631 0.290
H -22.889 -5.480 27.717 -0.040 0.184 0.244
H -21.739 -6.004 26.739 0.633 0.157 -0.229
C -16.580 3.004 17.172 1.144 1.874 -0.529
C -17.718 3.849 17.747 0.218 -0.307 -0.797
C -17.593 3.910 19.294 -2.487 -0.294 -1.280
O -17.673 2.590 19.867 -0.579 1.019 -1.625
C -17.453 2.679 21.219 1.874 -1.171 2.101
N -17.681 5.239 17.182 0.538 -1.157 -1.154
H -15.633 3.502 17.486 -0.367 -0.385 -0.055
H -16.473 2.926 16.065 -0.684 0.233 0.643
H -16.590 2.031 17.564 -0.021 -1.398 0.608
H -18.666 3.416 17.438 -0.264 -0.457 0.353
H -18.440 4.556 19.708 1.102 -0.654 -0.315
H -16.660 4.381 19.441 1.294 0.513 0.849
H -17.478 1.652 21.701 -0.164 1.250 -0.633
H -18.080 3.367 21.776 -0.602 0.076 -0.168
H -16.421 3.037 21.365 0.014 0.012 0.251
H -17.767 5.162 16.136 0.852 -0.230 1.136
H -18.608 5.530 17.328 -1.490 1.218 0.830
C -27.015 -1.077 21.051 -0.822 0.121 -1.916
C -25.667 -0.465 21.298 0.836 1.141 -1.329
C -24.779 -1.447 22.064 -0.181 1.272 0.390
O -25.377 -1.622 23.355 -0.177 0.193 -1.303
C -24.646 -2.528 24.137 0.472 1.131 0.124
N -24.967 -0.040 19.945 -0.210 -2.737 1.292
H -27.711 -0.387 20.530 0.600 -0.084 -0.097
H -27.559 -1.265 21.935 -0.246 -0.651 1.297
H -26.973 -2.001 20.409 0.144 0.679 0.706
H -25.758 0.453 21.891 -0.063 -0.145 -0.087
H -23.745 -1.068 22.190 -0.350 -0.137 -0.159
H -24.778 -2.340 21.457 0.255 -0.877 0.097
H -24.614 -3.488 23.686 0.181 -1.055 -0.452
H -25.173 -2.616 25.067 -0.047 -0.011 0.624
H -23.634 -2.113 24.265 -0.053 -0.389 0.291
H -24.674 -1.001 19.593 -0.138 1.533 0.186
H -25.680 0.228 19.263 -0.109 0.017 0.427
C -25.676 -5.372 19.834 -0.584 -0.411 0.265
C -24.727 -6.270 20.616 -0.145 -1.347 -0.317
C -23.790 -5.357 21.429 -1.866 0.649 -1.647
O -23.212 -4.415 20.573 0.998 1.112 -0.693
C -21.944 -4.734 20.050 1.141 -0.570 -1.205
N -25.434 -7.253 21.532 1.401 1.829 -0.162
H -26.515 -5.949 19.413 0.361 0.140 -0.060
H -25.167 -4.814 19.064 0.150 0.011 -0.359
H -26.098 -4.649 20.511 -0.399 0.461 0.368
H -24.227 -6.896 19.821 0.184 0.589 1.048
H -23.073 -5.799 22.007 1.968 -1.794 1.390
H -24.375 -4.764 22.123 -0.533 -0.054 0.146
H -21.782 -4.250 19.021 -0.669 -0.846 1.282
H -21.793 -5.848 19.984 -0.290 0.868 -0.270
H -21.049 -4.388 20.610 -0.859 0.156 0.392
H -26.296 -7.475 21.084 -0.746 -0.362 -0.235
H -25.675 -6.689 22.350 -0.185 -0.413 0.124
C -13.833 1.094 21.617 0.034 -0.069 -1.162
C -14.282 1.131 20.137 -0.786 0.291 0.015
C -13.059 1.397 19.284 0.096 -2.891 0.095
O -12.386 0.124 19.099 1.489 1.132 -0.468
C -11.033 0.369 18.573 -1.437 -0.471 -0.096
N -15.055 -0.097 19.800 0.198 0.689 0.289
H -13.315 0.169 21.920 0.298 0.496 -0.500
H -14.693 1.104 22.211 -1.492 0.161 1.107
H -13.282 2.017 21.814 0.261 -0.360 0.223
H -14.994 1.983 19.944 0.678 -0.547 0.497
H -12.356 2.058 19.738 0.277 0.939 0.350
H -13.334 1.667 18.311 -0.468 1.123 -1.537
H -10.669 -0.644 18.408 0.437 0.179 0.125
H -10.461 0.920 19.337 0.047 -0.201 -0.424
H -11.005 0.898 17.568 -0.337 -0.330 1.192
H -14.468 -0.865 20.076 0.151 -0.552 -0.171
H -15.290 -0.219 18.808 0.425 0.372 0.285
C -19.992 -1.303 21.596 -0.450 1.111 0.272
C -18.635 -0.800 21.159 1.242 -0.001 0.306
C -17.586 -1.275 22.181 -0.761 1.925 -1.011
O -17.902 -0.531 23.365 0.844 -0.678 0.203
C -16.791 -0.687 24.220 0.598 1.207 1.320
N -18.360 -1.428 19.864 1.533 -0.071 0.577
H -20.059 -2.376 21.438 -0.007 -0.080 -0.072
H -20.705 -0.768 20.993 -0.751 -0.204 -0.489
H -20.303 -1.062 22.616 0.464 -0.081 0.079
H -18.500 0.328 21.001 -0.832 -1.457 0.693
H -16.566 -0.985 21.827 -0.527 -0.474 0.213
H -17.716 -2.331 22.350 0.346 -0.591 0.130
H -16.452 -1.717 24.314 -0.108 -0.242 -0.250
H -17.038 -0.357 25.261 0.058 -0.059 -0.994
H -15.935 -0.060 23.848 -0.506 -0.510 0.295
H -17.500 -0.977 19.540 -0.153 -0.051 -0.144
H -19.079 -1.099 19.267 -0.504 0.272 -1.044
C -19.190 -1.306 26.522 -1.707 0.025 0.327
C -20.460 -1.154 27.440 0.987 -0.425 0.345
C -20.668 0.298 27.884 0.896 -0.891 0.429
O -21.642 0.265 28.898 0.120 0.784 1.428
C -21.832 1.568 29.504 1.281 -0.599 -0.519
N -21.651 -1.836 26.909 0.596 1.121 -1.631
H -18.358 -0.751 26.919 0.251 0.036 0.494
H -19.361 -0.863 25.549 -0.267 -0.070 -0.463
H -18.935 -2.362 26.415 0.044 0.238 -0.026
H -20.222 -1.676 28.361 0.184 -0.149 0.337
H -20.972 0.933 27.074 -0.265 0.479 -0.700
H -19.678 0.670 28.266 -0.723 -0.106 -0.114
H -20.869 2.113 29.661 -0.487 -0.423 -0.465
H -22.281 1.555 30.488 -0.397 -0.706 0.039
H -22.456 2.064 28.800 -0.552 1.164 -0.301
H -22.389 -1.934 27.597 0.163 0.347 -0.001
H -21.953 -1.189 26.147 -0.436 -0.867 0.583
C -18.308 -4.890 19.611 0.292 0.982 0.573
O -17.208 -4.085 19.996 0.709 0.931 -0.227
H -19.033 -4.905 20.456 0.157 -0.356 -0.743
H -18.741 -4.509 18.696 -0.592 0.190 -0.171
H -17.920 -5.868 19.358 -0.039 -0.398 0.320
H -17.360 -3.105 19.823 -0.658 -1.527 0.334
C -21.101 -1.479 18.097 -0.425 2.245 0.469
O -20.115 -0.430 17.828 -0.771 -1.040 0.354
H -21.053 -2.177 17.330 0.398 -1.544 -1.358
H -20.989 -1.958 19.070 0.299 0.181 -0.044
H -22.123 -1.076 18.035 0.219 0.132 0.248
H -20.574 0.418 17.747 -0.127 0.141 0.329
C -23.347 1.220 25.188 0.423 -0.320 1.183
O -22.456 0.228 24.656 -0.221 1.022 0.153
H -24.119 0.702 25.759 -0.096 0.014 -0.308
H -22.903 1.947 25.885 0.626 -0.557 0.225
H -23.767 1.908 24.491 -0.620 -0.042 -1.293
H -21.641 0.703 24.396 0.108 -0.064 0.053
C -19.943 -4.113 24.166 -1.237 -0.246 2.653
O -20.759 -4.334 25.414 0.882 0.637 -1.329
H -19.473 -5.057 23.985 0.692 -0.344 0.094
H -20.597 -3.959 23.356 -0.969 0.509 -1.106
H -19.253 -3.277 24.264 0.170 -0.132 0.084
H -21.155 -3.492 25.750 0.483 -0.347 -0.270
```
Positions in Å, forces in eV/Å.

frontier orbital gap	0.3301	Eh
M	1197.824	Da
HOMO	-8.641	eV
total charge	0
energy above the lowest of the compared OMol25 structures with the same formula, charge and spin	34.51	kcal per mole